# C25H31ClN2ORu

A molecular structure, C25H31ClN2ORu in a non-equilibrium geometry (wB97M-V/def2-TZVPD, the Open Molecules 2025 dataset).

Computed properties:
Kohn-Sham gap (spin up / spin down): 3.12 / 5.12 eV
Spin multiplicity: 5
Highest occupied orbital energy (spin up / spin down): -10.13 / -14.33 eV
Largest force on an atom: 2.4 eV Å⁻¹
Net charge: +2

Element x y z (Å)
1 C 0.0121 0.1973 -6.7751
2 C 1.3892 0.7028 -6.7247
3 C -0.2327 -1.2208 -7.0641
4 C -1.1119 1.1408 -6.7555
5 Cl -0.1622 -0.2786 -3.2481
6 H -0.2563 -1.4227 -8.1485
7 H -1.1977 -1.5465 -6.6540
8 H 0.5561 -1.8527 -6.6353
9 H 1.7687 0.9692 -7.7258
10 H 2.0716 -0.0517 -6.3113
11 H 1.4553 1.6058 -6.1039
12 H -1.3545 1.5146 -7.7647
13 H -0.8815 2.0160 -6.1341
14 H -2.0195 0.6656 -6.3601
15 C 1.4294 -1.7257 0.8546
16 C 0.5927 -2.6515 0.1650
17 C 0.9198 -2.5933 -1.2537
18 H -0.0689 -3.3749 0.6348
19 C 1.9033 -1.5246 -1.3931
20 C 2.2216 -1.0456 -0.0915
21 H 3.0170 -0.3380 0.1260
22 H 1.4764 -1.6415 1.9367
23 H 0.6259 -3.3130 -2.0093
24 H 2.3700 -1.2255 -2.3273
25 C -2.4680 0.0397 0.2602
26 C -2.1881 -1.2740 0.6856
27 C -2.1483 -2.1307 -0.4693
28 H -2.0348 -1.6060 1.7103
29 C -2.4539 -1.3129 -1.6282
30 C -2.5605 0.0508 -1.1572
31 H -2.7618 0.9183 -1.7768
32 H -2.6333 0.9002 0.8982
33 H -2.0567 -3.2108 -0.4808
34 H -2.6514 -1.6945 -2.6228
35 Ru -0.4006 -1.0616 -1.1290
36 C 1.2839 1.7293 5.3844
37 N 1.4450 1.6872 3.9492
38 N 0.3884 1.3544 3.1804
39 C 0.6954 1.5751 1.8378
40 O -0.0819 1.2856 0.9081
41 C 2.0135 2.1609 1.8770
42 C 2.4166 2.2400 3.1871
43 C 3.6489 2.7786 3.8120
44 C -0.6606 0.5404 3.6992
45 C -1.9544 1.0615 3.7276
46 C -2.9842 0.2747 4.2373
47 C -2.7116 -1.0193 4.6974
48 C -1.4037 -1.5240 4.6796
49 C -0.3661 -0.7353 4.1862
50 H 0.3933 2.3096 5.6695
51 H 2.1661 2.2040 5.8161
52 H 1.1880 0.7150 5.7884
53 H 2.5572 2.4670 1.0021
54 H 3.4531 3.7133 4.3623
55 H 4.1079 2.0615 4.5101
56 H 4.3789 3.0016 3.0241
57 H -2.1111 2.0776 3.3601
58 H -3.9963 0.6752 4.2724
59 H -3.5230 -1.6406 5.0848
60 H -1.1778 -2.5246 5.0526
61 H 0.6683 -1.0927 4.1676

Atom charges from the Löwdin analysis, given in e for atoms 1 to 6:
1 C -0.36
2 C -0.07
3 C -0.07
4 C -0.07
5 Cl 0.16
6 H 0.11

# C4H14NO6S

5 unconnected molecules or ions with the total composition C4H14NO6S in a non-equilibrium geometry (wB97M-V/def2-TZVPD, the Open Molecules 2025 dataset).

Computed properties:
Kohn-Sham gap: 6.68 eV
ΔE to the lowest compared entry with this formula, charge and spin: 17.2 kcal per mole
Spin multiplicity: 1
Highest occupied orbital energy: -3.48 eV
Largest force on an atom: 6.4 eV Å⁻¹
Net charge: -1

Element x y z (Å)
1 O 0.9824 1.4719 -1.2559
2 C 1.0853 0.2664 -1.0692
3 N -0.0770 -0.4835 -1.6337
4 C -0.0764 -1.8443 -1.6474
5 O 0.6167 -2.4811 -0.8688
6 C 2.4478 -0.3018 -0.5374
7 C 2.2500 -0.6408 0.9813
8 S 1.4496 0.6746 1.7373
9 H -0.8219 0.0524 -1.9847
10 H -0.8396 -2.3197 -2.4288
11 H 2.8478 -0.9146 -1.2058
12 H 2.9642 0.6389 -0.3057
13 H 1.6299 -1.6086 1.1638
14 H 3.1630 -0.9604 1.4335
15 H -3.1258 0.9234 -0.5508
16 H -2.4281 1.0191 -1.7722
17 O -3.1532 0.5392 -1.4250
18 H -1.1226 1.1023 2.8080
19 H -1.4759 1.1746 1.3404
20 O -1.7536 1.4812 2.1540
21 H -1.1000 -1.4594 1.4841
22 H 0.1902 -1.6545 2.3254
23 O -0.7029 -1.9508 2.2495
24 H -0.6243 2.0436 -0.7096
25 H -0.8963 2.7538 0.2241
26 O -1.4292 2.4782 -0.5065

Atom charges from the Löwdin analysis, given in e for atoms 1 to 6:
1 O -0.01
2 C -0.37
3 N 0.14
4 C -0.33
5 O 0.02
6 C -0.16

# C4H6N2

A molecular structure, C4H6N2 in a non-equilibrium geometry (wB97M-V/def2-TZVPD, the Open Molecules 2025 dataset).

Computed properties:
Kohn-Sham gap: 10.30 eV
ΔE to the lowest compared entry with this formula, charge and spin: 94.2 kcal per mole
Spin multiplicity: 1
Highest occupied orbital energy: -9.54 eV
Largest force on an atom: 1.2 eV Å⁻¹

Element x y z (Å)
1 C 1.3934 -0.2596 0.1785
2 C -0.0386 0.2686 0.1702
3 C -1.0527 -0.6614 -0.3435
4 N -0.9142 -0.1197 1.2257
5 C -0.1288 1.6394 -0.3837
6 N -0.1818 2.6929 -0.8591
7 H 1.7692 -0.3129 -0.8496
8 H 1.3991 -1.2600 0.6208
9 H 2.0607 0.3841 0.7554
10 H -1.8027 -0.2115 -0.9938
11 H -0.7365 -1.6776 -0.5377
12 H -1.8186 -0.6473 0.7819

Atom charges from the Löwdin analysis, given in e for atoms 1 to 6:
1 C -0.03
2 C -0.61
3 C -0.07
4 N 0.08
5 C -0.15
6 N 0.15

# C3H8N2O

C3H8N2O in the gas phase (wB97M-V/def2-TZVPD, the Open Molecules 2025 dataset).

Computed properties:
Kohn-Sham gap: 10.18 eV
ΔE to the lowest compared entry with this formula, charge and spin: 13.9 kcal per mole
Spin multiplicity: 1
Highest occupied orbital energy: -9.30 eV
Largest force on an atom: 0.8 eV Å⁻¹

Element x y z (Å)
1 C -0.2391 0.7651 -0.4263
2 N 0.8053 -0.0614 0.1556
3 C 1.0344 -1.4225 -0.0474
4 N -0.0672 -2.1956 -0.3401
5 O 2.1337 -1.9171 0.0407
6 C -0.7522 1.8263 0.5521
7 H 0.1730 1.2706 -1.3014
8 H -0.9837 0.1078 -0.8859
9 H 1.1917 0.2516 1.0310
10 H 0.1534 -3.1294 -0.6403
11 H -0.9514 -1.8095 -0.6131
12 H -1.8206 1.8611 0.7380
13 H -0.2806 1.6517 1.5148
14 H -0.3969 2.8014 0.2222

Atom charges from the Löwdin analysis, given in e for atoms 1 to 6:
1 C -0.25
2 N 0.03
3 C -0.62
4 N 0.15
5 O 0.05
6 C -0.07

# CH3F2N3

3 unconnected molecules or ions with the total composition CH3F2N3 in a non-equilibrium geometry (wB97M-V/def2-TZVPD, the Open Molecules 2025 dataset).

Computed properties:
Kohn-Sham gap (spin up / spin down): 3.70 / 3.81 eV
ΔE to the lowest compared entry with this formula, charge and spin: 150.4 kcal per mole
Spin multiplicity: 1
Highest occupied orbital energy (spin up / spin down): -9.30 / -9.40 eV
Largest force on an atom: 6.3 eV Å⁻¹

Element x y z (Å)
1 C -0.7240 0.5384 0.1067
2 N 2.8458 0.6093 0.3418
3 N 0.4292 0.9835 0.1226
4 N -1.5647 -0.3583 0.1439
5 F 2.8259 -0.5001 -0.3810
6 F -4.1526 0.2251 -0.3763
7 H 0.5572 1.9575 0.3074
8 H -2.6471 -0.3175 -0.1936
9 H 2.9231 0.1533 1.3145

Atom charges from the Löwdin analysis, given in e for atoms 1 to 6:
1 C -0.28
2 N 0.25
3 N 0.13
4 N 0.22
5 F -0.03
6 F -0.56

# C3H5HgLiO3

A molecular structure, C3H5HgLiO3 in a non-equilibrium geometry (wB97M-V/def2-TZVPD, the Open Molecules 2025 dataset).

Computed properties:
Kohn-Sham gap (spin up / spin down): 9.17 / 6.83 eV
ΔE to the lowest compared entry with this formula, charge and spin: 66.6 kcal per mole
Spin multiplicity: 3
Highest occupied orbital energy (spin up / spin down): -17.32 / -19.02 eV
Largest force on an atom: 6.4 eV Å⁻¹
Net charge: +2

Element x y z (Å)
1 H 1.8150 -0.5465 -1.4614
2 O -0.5108 -0.3666 1.5178
3 C -0.3802 0.9398 1.1806
4 C -0.6004 1.3187 -0.2716
5 O 0.5928 1.1140 -1.0438
6 C 0.7874 -0.0294 -1.6528
7 O 0.1797 -1.0588 -1.3692
8 Li 0.0394 -0.9775 3.3541
9 Hg -1.3955 -1.9979 -0.1850
10 H 0.5682 1.3519 1.5876
11 H -1.1414 1.4699 1.8143
12 H -0.7912 2.3942 -0.3326
13 H -1.4504 0.7859 -0.7165

Atom charges from the Löwdin analysis, given in e for atoms 1 to 6:
1 H 0.24
2 O -0.19
3 C -0.24
4 C -0.11
5 O 0.04
6 C -0.23

# CH5ClN2

2 unconnected molecules or ions with the total composition CH5ClN2 in a non-equilibrium geometry (wB97M-V/def2-TZVPD, the Open Molecules 2025 dataset).

Computed properties:
Kohn-Sham gap: 8.84 eV
ΔE to the lowest compared entry with this formula, charge and spin: 55.2 kcal per mole
Spin multiplicity: 1
Highest occupied orbital energy: -7.96 eV
Largest force on an atom: 6.5 eV Å⁻¹

Element x y z (Å)
1 C 0.6346 0.3456 0.3549
2 N -0.5835 -1.3315 -0.2587
3 N 0.3086 1.3971 -0.3438
4 Cl 2.1952 -0.2672 0.1402
5 H 0.1325 0.2841 1.4382
6 H 0.2585 -1.6300 -0.7195
7 H -0.6913 -1.8639 0.5587
8 H 0.7591 1.5660 -1.2784
9 H -0.6185 1.7911 -0.1533

Atom charges from the Löwdin analysis, given in e for atoms 1 to 6:
1 C -0.80
2 N -0.07
3 N -0.01
4 Cl 0.67
5 H 0.14
6 H -0.09